DFT (the ωB97M-V functional and the def2-TZVPD basis) results for a structure of composition C33H33BiN7O5PSTe4 at a distorted geometry.

The LUMO energy is -0.04 eV. Its gap between HOMO and LUMO is 6.87 eV. Its energy relative to the best compared isomer or geometry (same formula, charge and spin) is 0.0 kcal per mole. The total energy is -110563.70207 eV.

Element x y z (Å)
Bi -1.161 -1.385 0.625
O 0.102 0.071 2.245
S 1.575 0.286 2.068
O 2.331 0.059 3.288
O 2.074 -0.400 0.868
C 1.668 2.075 1.646
C 2.502 2.833 2.452
C 2.660 4.209 2.237
C 2.040 4.794 1.169
C 1.236 4.017 0.317
C 1.092 2.642 0.488
P 0.213 1.581 -0.703
C 1.344 1.378 -2.182
C 1.934 2.450 -2.840
C 2.786 2.264 -3.926
C 2.979 0.967 -4.365
C 2.388 -0.106 -3.736
C 1.579 0.095 -2.610
C -0.982 2.801 -1.379
C -1.832 3.415 -0.472
C -2.796 4.287 -0.952
C -2.976 4.600 -2.302
C -2.109 3.981 -3.182
C -1.123 3.120 -2.714
H 2.990 2.346 3.290
H 3.324 4.751 2.899
H 2.169 5.882 1.053
H 0.771 4.475 -0.564
H 1.764 3.424 -2.405
H 3.325 3.105 -4.352
H 3.664 0.744 -5.180
H 2.595 -1.112 -4.169
H 1.112 -0.730 -2.082
H -1.712 3.180 0.543
H -3.490 4.720 -0.218
H -3.772 5.265 -2.656
H -2.228 4.129 -4.227
H -0.507 2.614 -3.372
Te -3.236 -3.009 -0.568
Te -3.799 -5.016 1.146
Te -3.715 -3.309 3.231
Te -1.035 -2.948 3.242
N 1.091 -6.649 -0.429
C 0.245 -5.527 -0.034
C 1.051 -4.233 -0.261
O 2.263 -4.492 -0.816
O 0.619 -3.124 -0.074
H 0.731 -7.184 -1.215
H 1.307 -7.261 0.349
H 2.331 -5.477 -0.808
H -0.041 -5.565 1.015
H -0.638 -5.386 -0.641
N 6.794 -1.305 4.748
C 5.788 -1.761 4.504
C 4.546 -2.288 4.081
C 4.356 -2.724 2.759
C 3.057 -2.991 2.346
N 2.012 -2.936 3.180
C 2.247 -2.556 4.433
C 3.487 -2.264 4.936
H 5.187 -2.730 2.066
H 2.893 -3.342 1.316
H 1.385 -2.531 5.100
H 3.613 -2.006 5.973
N -4.780 0.492 2.494
C -3.824 1.230 3.134
C -2.627 0.830 2.570
N -2.927 -0.111 1.620
C -4.218 -0.302 1.543
H -5.798 0.613 2.577
H -4.003 1.958 3.893
H -1.626 1.150 2.803
H -4.692 -1.041 0.915
C -1.600 -1.164 -3.368
C -2.651 -0.238 -2.898
N -3.043 -0.113 -1.659
C -4.048 0.873 -1.673
C -4.210 1.289 -2.954
N -3.310 0.602 -3.725
H -0.866 -1.352 -2.581
H -1.202 -0.726 -4.265
H -2.033 -2.146 -3.692
H -4.672 1.229 -0.835
H -4.840 2.055 -3.383
H -3.096 0.660 -4.697

DFT (the ωB97M-V functional and the def2-TZVPD basis) results for a structure of composition C33H33BrFMoNO8PTe at a distorted geometry.

The total charge is -1. The LUMO energy (alpha / beta) is 1.31 / 1.14 eV. Its spin multiplicity is 3. Its gap between HOMO and LUMO (alpha / beta) is 5.53 / 6.12 eV. Its energy relative to the best compared isomer or geometry (same formula, charge and spin) is 59.1 kcal per mole. The total energy is -143830.38279 eV.

Element x y z (Å)
Mo 0.166 0.586 0.221
C 1.217 -5.617 4.165
C 2.562 -4.953 3.844
C 3.340 -4.744 5.142
C 4.585 -3.904 4.895
C 4.155 -2.578 4.340
C 4.832 -1.406 4.670
C 4.410 -0.204 4.134
F 5.079 0.925 4.473
C 3.342 -0.122 3.269
C 2.639 -1.290 2.934
C 1.550 -1.255 2.006
O 1.096 -0.142 1.501
C 1.045 -2.502 1.535
C 1.473 -3.648 2.120
N 2.356 -3.682 3.161
C 3.046 -2.530 3.493
C 0.064 -2.639 0.358
O -0.304 -3.768 0.071
O -0.259 -1.572 -0.238
H 1.380 -6.484 4.802
H 0.698 -5.949 3.272
H 0.576 -4.912 4.689
H 3.137 -5.613 3.176
H 3.608 -5.718 5.556
H 2.699 -4.229 5.861
H 5.243 -4.418 4.187
H 5.144 -3.764 5.822
H 5.681 -1.431 5.337
H 3.048 0.821 2.836
H 1.104 -4.583 1.737
O -2.284 2.279 -2.276
C -1.829 1.224 -1.908
O -0.821 1.075 -1.126
H -2.268 0.244 -2.210
C 3.154 7.238 0.065
C 3.239 6.416 -1.047
C 2.630 5.180 -1.035
C 1.918 4.720 0.082
C 1.858 5.553 1.201
C 2.461 6.798 1.182
C 1.359 3.380 -0.030
C 0.640 2.602 0.806
C 0.076 3.115 2.065
C 0.386 2.521 3.289
C -0.195 2.959 4.461
C -1.109 3.996 4.439
C -1.457 4.576 3.229
C -0.875 4.141 2.053
H 3.635 8.206 0.066
H 3.791 6.741 -1.920
H 2.710 4.541 -1.903
H 1.356 5.222 2.097
H 2.387 7.432 2.055
H 1.643 2.933 -0.979
H 1.093 1.700 3.315
H 0.054 2.476 5.396
H -1.559 4.343 5.359
H -2.194 5.366 3.205
H -1.147 4.593 1.109
C -0.709 2.855 -4.904
C 0.583 3.138 -4.158
O 0.828 2.243 -3.081
P 1.114 0.663 -3.290
O -0.046 -0.156 -3.675
Te 2.440 0.081 -1.374
O 2.174 0.759 -4.535
C 2.310 -0.369 -5.368
C 3.247 -1.421 -4.794
H -0.850 3.591 -5.693
H -1.546 2.899 -4.211
H -0.674 1.863 -5.348
H 0.541 4.126 -3.686
H 1.439 3.100 -4.841
H 2.704 0.011 -6.318
H 1.321 -0.808 -5.538
H 4.180 -0.965 -4.469
H 3.450 -2.165 -5.562
H 2.779 -1.905 -3.941
Br -1.984 0.481 1.730

DFT (the ωB97M-V functional and the def2-TZVPD basis) results for a structure of composition C33H33EuNO4.

The total charge is +1. The LUMO energy (alpha / beta) is -3.88 / -2.64 eV. Its spin multiplicity is 7. Its gap between HOMO and LUMO (alpha / beta) is 6.04 / 7.31 eV. Its energy relative to the best compared isomer or geometry (same formula, charge and spin) is 8.5 kcal per mole. The total energy is -63758.42525 eV.

Element x y z (Å)
Eu 0.502 -0.551 -0.150
C -0.346 1.349 2.820
C -1.468 0.307 2.793
O -1.782 -0.069 1.456
C -2.851 0.663 0.857
C -2.428 1.217 -0.507
O -1.159 1.824 -0.333
C -0.717 2.581 -1.456
C 0.648 3.182 -1.072
O 1.359 2.274 -0.230
C 1.697 2.802 1.049
C 1.894 1.637 2.020
O 0.740 0.808 2.075
H -0.708 2.278 2.360
H -0.031 1.544 3.854
H -1.136 -0.603 3.304
H -2.344 0.697 3.320
H -3.700 -0.018 0.729
H -3.143 1.488 1.513
H -2.364 0.405 -1.251
H -3.168 1.957 -0.839
H -0.621 1.926 -2.333
H -1.429 3.386 -1.687
H 1.238 3.380 -1.974
H 0.491 4.127 -0.547
H 2.619 3.396 0.989
H 0.891 3.453 1.414
H 2.710 0.993 1.662
H 2.144 2.022 3.016
C -0.409 -0.114 -4.899
C -1.394 -1.074 -5.058
C -1.690 -1.919 -4.006
C -1.039 -1.781 -2.775
C -0.099 -0.733 -2.530
C 0.204 0.046 -3.664
C -1.205 -2.840 -1.754
C -1.412 -4.184 -2.166
C -1.430 -5.191 -1.248
C -1.231 -4.893 0.115
C -1.184 -5.884 1.112
C -0.933 -5.543 2.412
C -0.690 -4.204 2.752
C -0.725 -3.222 1.800
C -1.015 -3.533 0.455
N -1.031 -2.533 -0.470
H -0.123 0.510 -5.736
H -1.898 -1.193 -6.005
H -2.443 -2.683 -4.145
H 0.994 0.793 -3.593
H -1.526 -4.415 -3.213
H -1.562 -6.223 -1.538
H -1.331 -6.916 0.829
H -0.897 -6.299 3.180
H -0.457 -3.957 3.778
H -0.500 -2.191 2.057
C 3.598 -3.738 4.021
C 2.865 -2.546 3.930
C 2.375 -2.129 2.725
C 2.595 -2.857 1.532
C 2.141 -2.341 0.269
C 2.404 -3.164 -0.823
C 3.067 -4.401 -0.728
C 3.506 -4.857 0.481
C 3.304 -4.084 1.642
C 3.795 -4.493 2.900
H 3.987 -4.059 4.976
H 2.702 -1.955 4.820
H 1.799 -1.205 2.661
H 2.098 -2.849 -1.823
H 3.233 -4.983 -1.626
H 4.020 -5.802 0.568
H 4.334 -5.427 2.952

Question: What is the energy relative to the best compared isomer or geometry (same formula, charge and spin) in the first record?
Answer: 0.0 kcal per mole

Question: Number 1 is which compound?
Answer: C33H33BiN7O5PSTe4